DFT (ωB97M-V with the def2-TZVPD basis set) results for a molecular structure, C5H3NO.

XYZ file:
```
10
Properties=species:S:1:pos:R:3
C -1.00 0.70 -2.51
C -0.53 0.42 -1.37
C -0.08 -0.05 -0.09
C 0.33 -1.29 0.27
O 0.65 -1.31 1.56
N 0.48 -0.06 2.10
C 0.03 0.69 1.13
H -0.03 1.39 -1.91
H 0.43 -2.22 -0.27
H -0.19 1.73 1.30
```

* energy above the lowest of the compared OMol25 structures with the same formula, charge and spin: 417.2 kJ/mol
* orbital gap: 10.81 eV
* HOMO: -10.3 eV
* spin multiplicity: 1
* E_LUMO: 0.6 eV
* total charge: 0


DFT (ωB97M-V with the def2-TZVPD basis set) results for a molecular structure, C41H44BrF10GeN3P2Sc.

XYZ file:
```
103
Properties=species:S:1:pos:R:3
Sc 0.35 0.34 -0.30
C 0.37 2.75 2.41
N 1.14 2.36 1.23
C 2.50 2.03 1.63
C 2.60 0.72 2.37
N 1.72 -0.27 1.77
C 1.90 -1.54 2.18
C 2.76 -2.09 3.15
F 3.60 -1.31 3.89
C 2.84 -3.45 3.42
F 3.70 -3.88 4.35
C 2.04 -4.37 2.77
F 2.13 -5.69 3.04
C 1.16 -3.88 1.83
F 0.35 -4.72 1.17
C 1.11 -2.54 1.58
F 0.22 -2.12 0.65
C 1.18 3.45 0.27
C -0.20 3.98 -0.08
N -1.17 2.90 -0.12
C -2.41 3.22 -0.52
C -2.94 4.48 -0.92
F -2.19 5.61 -0.92
C -4.25 4.67 -1.33
F -4.65 5.89 -1.70
C -5.16 3.64 -1.37
F -6.43 3.82 -1.78
C -4.71 2.39 -0.99
F -5.55 1.35 -1.00
C -3.40 2.21 -0.59
F -3.05 0.97 -0.22
H 0.79 3.68 2.83
H 0.44 1.98 3.18
H -0.67 2.90 2.14
H 2.92 2.83 2.26
H 3.10 2.01 0.73
H 2.38 0.87 3.43
H 3.66 0.42 2.32
H 1.68 3.08 -0.62
H 1.78 4.28 0.66
H -0.10 4.50 -1.05
H -0.48 4.76 0.64
Br 0.87 -2.13 -3.52
C 1.85 -2.97 -2.13
C 1.95 -4.33 -2.18
C 2.88 -4.99 -1.34
C 3.76 -4.25 -0.60
C 3.69 -2.83 -0.60
C 4.73 -2.07 -0.01
C 4.70 -0.71 -0.14
C 3.54 -0.08 -0.65
C 2.41 -0.74 -1.07
C 2.62 -2.15 -1.25
H 1.36 -4.89 -2.89
H 2.94 -6.07 -1.35
H 4.54 -4.73 -0.03
H 5.54 -2.57 0.50
H 5.52 -0.11 0.23
H 3.53 1.00 -0.61
C -0.70 -0.46 3.79
P -1.48 0.00 2.19
C -2.65 1.29 2.80
C -2.67 -1.42 2.01
C -3.36 -1.87 3.15
C -4.31 -2.86 3.08
C -4.62 -3.43 1.85
C -3.94 -3.01 0.72
C -2.95 -2.03 0.78
P -2.06 -1.59 -0.78
C -3.48 -1.21 -1.89
C -1.66 -3.28 -1.38
H -0.45 -1.52 3.81
H -1.36 -0.23 4.63
H 0.23 0.09 3.91
H -3.48 0.83 3.34
H -3.03 1.90 1.99
H -2.11 1.94 3.49
H -3.15 -1.42 4.11
H -4.82 -3.19 3.98
H -5.38 -4.19 1.77
H -4.20 -3.45 -0.23
H -3.94 -2.14 -2.23
H -3.12 -0.65 -2.75
H -4.21 -0.60 -1.37
H -2.45 -3.98 -1.13
H -0.72 -3.63 -0.95
H -1.55 -3.24 -2.46
C 1.88 0.89 -4.93
Ge 1.17 2.09 -3.55
C 0.21 3.54 -4.46
C 2.80 2.94 -2.84
C -0.06 1.19 -2.35
H 2.42 1.48 -5.68
H 1.08 0.33 -5.43
H 2.56 0.16 -4.48
H 0.88 4.13 -5.10
H -0.24 4.21 -3.72
H -0.60 3.13 -5.08
H 3.47 3.10 -3.68
H 3.32 2.31 -2.11
H 2.59 3.91 -2.38
H -0.43 0.39 -2.99
H -0.89 1.90 -2.23
```

* energy above the lowest of the compared OMol25 structures with the same formula, charge and spin: 20.2 kJ/mol
* orbital gap: 6.65 eV
* HOMO: -4.3 eV
* spin multiplicity: 1
* E_LUMO: 2.3 eV
* total charge: -1


DFT (ωB97M-V with the def2-TZVPD basis set) results for a molecular structure, C19H53B2Cl2Cs2F4N4O6RbSi2.

XYZ file:
```
95
Properties=species:S:1:pos:R:3
N 7.41 -4.99 -3.48
C 6.14 -4.70 -4.32
C 5.65 -3.18 -4.03
B 4.10 -3.04 -3.48
B 2.93 -3.82 -4.39
N 1.69 -4.37 -3.72
O 2.97 -4.04 -5.80
H 7.84 -5.79 -3.98
H 7.01 -5.43 -2.62
H 5.40 -5.51 -4.04
H 6.40 -4.77 -5.42
H 6.34 -2.75 -3.20
H 5.84 -2.60 -4.93
H 4.02 -3.38 -2.33
H 3.80 -1.86 -3.49
H 1.69 -4.01 -2.77
H 1.88 -5.37 -3.60
H 3.04 -4.98 -5.91
Rb 8.95 -6.49 -5.40
C 7.65 -2.44 -8.75
Cl 8.10 -4.12 -8.51
Cl 9.04 -1.36 -8.54
H 7.26 -2.32 -9.76
H 6.88 -2.21 -8.01
C -1.16 -3.67 -0.42
Si -1.00 -1.79 -0.24
C -2.19 -1.02 -1.48
C 0.75 -1.34 -0.78
N -1.35 -1.38 1.38
Si -1.32 0.22 1.96
C -2.56 1.36 1.11
C 0.38 1.04 1.85
C -1.79 0.19 3.79
H -0.95 -3.98 -1.44
H -0.46 -4.17 0.25
H -2.17 -3.99 -0.16
H -2.07 -1.50 -2.47
H -2.00 0.04 -1.61
H -3.23 -1.16 -1.17
H 1.48 -1.67 -0.04
H 0.86 -0.27 -0.93
H 0.99 -1.83 -1.73
H -2.24 1.62 0.10
H -2.67 2.31 1.67
H -3.54 0.89 1.05
H 1.15 0.37 2.24
H 0.40 1.97 2.45
H 0.63 1.31 0.83
H -1.08 -0.43 4.35
H -2.79 -0.23 3.92
H -1.78 1.20 4.22
C -1.35 -0.10 -6.98
C -2.82 0.23 -7.12
O -3.38 0.56 -5.84
C -3.18 1.80 -5.43
O -2.60 2.64 -6.03
C -3.83 2.00 -4.06
F -3.58 0.99 -3.26
F -5.16 2.12 -4.17
F -3.39 3.11 -3.48
H -1.19 -0.88 -6.25
H -0.94 -0.43 -7.94
H -0.78 0.78 -6.65
H -3.36 -0.65 -7.47
H -2.99 1.03 -7.83
O -0.71 -2.50 -9.11
H -0.63 -2.49 -10.07
H -0.01 -3.10 -8.82
C -4.09 2.40 6.68
C -2.97 2.49 7.71
C -2.41 1.11 8.02
O -3.47 3.07 8.92
H -4.91 1.79 7.05
H -4.49 3.39 6.48
H -3.73 1.97 5.74
H -2.18 3.13 7.34
H -3.17 0.46 8.44
H -1.61 1.18 8.77
H -2.00 0.64 7.12
H -4.17 2.52 9.26
C -3.32 8.80 9.75
C -2.01 8.18 10.16
O -1.02 8.86 10.39
N -1.95 6.82 10.25
C -3.01 5.86 10.02
H -3.21 9.88 9.72
H -3.62 8.45 8.76
H -4.10 8.55 10.48
H -1.04 6.48 10.53
H -3.17 5.28 10.93
H -2.69 5.18 9.23
H -3.94 6.34 9.73
Cs -2.34 -0.75 9.32
F 5.92 -3.47 -7.00
Cs 6.30 -4.27 -1.52
```

* orbital gap: 2.57 eV
* HOMO: -4.8 eV
* spin multiplicity: 1
* E_LUMO: -2.2 eV
* total charge: 0


DFT (ωB97M-V with the def2-TZVPD basis set) results for 3 unconnected molecules or ions with the total composition CH5O4.

XYZ file:
```
10
Properties=species:S:1:pos:R:3
O -1.00 1.59 -1.07
C -0.79 0.41 -0.81
O -0.13 -0.11 0.13
H -1.31 -0.35 -1.46
H -0.14 -1.92 0.24
H 0.08 -2.56 1.53
O -0.08 -2.85 0.62
H 0.58 2.36 0.01
H 1.40 1.24 0.28
O 1.40 2.19 0.54
```

* energy above the lowest of the compared OMol25 structures with the same formula, charge and spin: 18.3 kJ/mol
* orbital gap: 9.35 eV
* HOMO: -5.1 eV
* spin multiplicity: 1
* E_LUMO: 4.3 eV
* total charge: -1


DFT (ωB97M-V with the def2-TZVPD basis set) results for a gas-phase ion, C7H9N2S (charge +1).

XYZ file:
```
19
Properties=species:S:1:pos:R:3
C -0.03 -0.74 -0.82
C 0.55 0.54 -0.66
C -0.54 -0.91 1.50
C -1.64 -2.33 0.08
C -2.37 -2.55 1.20
C 1.51 1.06 -1.69
C 0.97 2.33 0.99
N -0.61 -1.32 0.22
N 0.19 1.30 0.42
S -1.78 -1.44 2.47
H 0.08 -1.23 -1.73
H -1.70 -2.93 -0.78
H -3.18 -3.29 1.35
H 0.97 1.79 -2.45
H 2.23 1.65 -1.27
H 1.85 0.23 -2.27
H 0.93 2.48 2.10
H 1.97 2.14 0.77
H 0.58 3.19 0.57
```

* energy above the lowest of the compared OMol25 structures with the same formula, charge and spin: 462.5 kJ/mol
* orbital gap (spin up / spin down): 7.07 / 6.64 eV
* HOMO (spin up / spin down): -13.2 / -12.8 eV
* spin multiplicity: 1
* E_LUMO (spin up / spin down): -6.1 / -6.2 eV
* total charge: +1


DFT (ωB97M-V with the def2-TZVPD basis set) results for 10 unconnected molecules or ions with the total composition C40H86F12N8O20S4.

XYZ file:
```
170
Properties=species:S:1:pos:R:3
C 2.51 0.48 -5.77
O 2.91 1.69 -5.31
C 1.93 2.69 -5.30
C 0.85 2.46 -4.32
N 1.38 2.09 -2.96
H 0.48 2.07 -2.47
H 1.72 1.11 -2.93
C 2.23 3.04 -2.23
C 1.34 4.26 -1.83
O 0.31 3.74 -1.04
C -0.56 4.82 -0.76
H 3.35 -0.13 -5.98
H 1.90 0.61 -6.70
H 1.79 -0.06 -5.07
H 1.55 2.84 -6.30
H 2.45 3.59 -5.10
H 0.20 1.64 -4.65
H 0.25 3.34 -4.21
H 3.07 3.36 -2.79
H 2.54 2.55 -1.32
H 0.89 4.75 -2.69
H 1.95 4.99 -1.32
H 0.05 5.62 -0.40
H -1.35 4.49 -0.07
H -1.12 5.13 -1.71
C 3.10 -3.64 6.77
O 3.26 -2.37 7.34
C 2.51 -2.09 8.50
C 1.87 -0.74 8.28
N 2.86 0.15 7.68
H 3.58 0.46 8.37
H 3.34 -0.44 6.92
C 2.32 1.38 7.01
C 2.27 1.13 5.54
O 3.59 0.91 5.12
C 3.94 0.71 3.77
H 3.80 -3.60 5.95
H 2.11 -3.86 6.37
H 3.41 -4.34 7.51
H 3.13 -2.22 9.39
H 1.69 -2.83 8.58
H 1.38 -0.35 9.16
H 1.09 -0.73 7.51
H 2.97 2.23 7.21
H 1.33 1.73 7.32
H 1.83 2.01 4.99
H 1.62 0.28 5.27
H 3.95 1.66 3.18
H 3.26 0.01 3.30
H 4.92 0.25 3.87
C -3.23 7.55 2.18
O -3.98 7.27 3.39
C -4.06 5.85 3.66
C -4.44 5.58 5.10
N -3.43 6.33 5.92
H -3.23 7.16 5.28
H -3.89 6.75 6.73
C -2.20 5.58 6.10
C -1.08 6.55 6.49
O -1.11 7.41 5.35
C -0.25 8.53 5.55
H -2.72 8.53 2.21
H -3.94 7.66 1.36
H -2.55 6.74 2.01
H -3.08 5.41 3.42
H -4.75 5.39 2.96
H -4.29 4.53 5.29
H -5.48 5.90 5.31
H -1.92 5.16 5.16
H -2.46 4.76 6.79
H -0.11 6.09 6.57
H -1.30 7.03 7.46
H -0.73 9.32 6.11
H -0.05 9.01 4.61
H 0.71 8.24 6.01
C -3.54 -3.53 -9.21
O -2.54 -3.62 -8.21
C -3.09 -3.25 -6.99
C -2.27 -3.71 -5.83
N -0.83 -3.30 -5.95
H -0.45 -3.72 -6.85
H -0.75 -2.26 -5.97
C 0.00 -3.88 -4.96
C 1.45 -3.93 -5.39
O 1.37 -4.87 -6.45
C 2.56 -4.84 -7.18
H -4.33 -4.24 -8.94
H -3.17 -3.79 -10.19
H -3.97 -2.53 -9.38
H -4.08 -3.67 -6.83
H -3.25 -2.12 -7.00
H -2.31 -4.77 -5.69
H -2.73 -3.26 -4.95
H -0.37 -4.91 -4.84
H -0.15 -3.34 -4.01
H 2.18 -4.19 -4.62
H 1.81 -2.96 -5.80
H 2.43 -5.11 -8.25
H 3.25 -5.47 -6.60
H 2.99 -3.84 -7.29
C 0.08 1.16 1.73
C -1.02 1.04 0.74
N -1.71 -0.26 0.69
C -2.71 -0.57 1.51
C -3.16 -1.83 1.22
N -2.46 -2.23 0.10
C -1.54 -1.28 -0.15
C -2.62 -3.44 -0.67
H 0.97 0.51 1.63
H -0.16 0.92 2.80
H 0.39 2.20 1.68
H -0.66 1.12 -0.28
H -1.85 1.72 0.86
H -3.02 0.14 2.27
H -3.99 -2.38 1.65
H -0.76 -1.47 -0.88
H -1.67 -3.56 -1.15
H -3.38 -3.36 -1.43
H -2.73 -4.30 -0.01
C 1.78 -6.34 -1.82
C 3.28 -6.23 -1.70
N 4.12 -6.52 -2.87
C 4.70 -5.55 -3.72
C 5.32 -6.22 -4.70
N 5.26 -7.53 -4.39
C 4.50 -7.70 -3.28
C 5.76 -8.68 -5.20
H 1.58 -7.39 -2.02
H 1.38 -5.69 -2.59
H 1.44 -6.08 -0.82
H 3.60 -6.93 -0.89
H 3.63 -5.26 -1.33
H 4.53 -4.48 -3.54
H 5.82 -5.84 -5.55
H 4.12 -8.60 -2.80
H 6.44 -8.37 -6.04
H 4.94 -9.21 -5.64
H 6.29 -9.37 -4.57
C 2.86 -2.06 -0.39
F 4.16 -1.87 -0.17
F 2.52 -3.25 0.15
F 2.22 -1.08 0.28
S 2.42 -1.95 -2.22
O 2.48 -0.54 -2.61
O 3.34 -2.77 -3.00
O 1.12 -2.52 -2.23
C -3.09 0.73 5.54
F -2.75 0.60 4.23
F -4.12 1.52 5.73
F -3.35 -0.58 5.84
S -1.65 1.38 6.55
O -0.51 0.53 6.28
O -1.49 2.70 6.05
O -2.00 1.21 7.93
C -3.18 0.47 -3.94
F -3.82 0.14 -2.83
F -3.77 -0.12 -4.98
F -3.22 1.79 -4.15
S -1.43 -0.22 -3.82
O -0.86 0.55 -2.72
O -1.65 -1.61 -3.53
O -0.81 0.01 -5.11
C -6.70 2.99 1.66
F -7.56 1.98 1.32
F -7.43 4.04 1.82
F -6.14 2.65 2.88
S -5.32 3.23 0.48
O -4.63 4.36 1.08
O -4.65 1.95 0.51
O -5.90 3.53 -0.80
```

* orbital gap: 7.28 eV
* HOMO: -11.0 eV
* spin multiplicity: 1
* E_LUMO: -3.8 eV
* total charge: +2


Number 4 is which compound? CH5O4